Formula: C5H13N2O
Source: the OMol25 dataset
Level of theory: wB97M-V/def2-TZVPD

Geometry as XYZ:
```
21
Properties=species:S:1:pos:R:3:forces:R:3
C 1.32523 0.21395 0.91655 0.094 0.628 -0.887
H -1.68647 -1.17475 -1.55427 -0.510 -0.764 -0.754
C -2.40146 -0.54658 1.10681 1.580 -1.401 0.413
H -0.62336 -1.61684 0.49902 0.523 -1.495 -0.165
H -0.44720 0.52498 2.02525 -0.270 0.140 1.206
H 1.59690 1.69570 -1.40994 -0.128 0.461 0.246
H -2.65608 -1.13635 1.95543 0.117 -0.945 1.040
C -0.19242 0.42999 1.00409 0.597 -0.643 -1.621
H 1.52487 -0.60372 1.55550 0.553 -1.051 0.671
H -0.43933 0.07107 -1.49083 -1.575 -0.789 0.544
H 1.86513 -1.12177 -0.74784 -0.246 -0.074 0.202
H -2.09750 0.36684 -1.01515 -0.534 0.115 -0.211
N 1.45729 0.71212 -1.57410 -0.664 -0.055 -0.412
H 3.00587 0.04708 -0.41094 2.559 0.400 0.629
C 1.98782 -0.07424 -0.45677 -2.427 -0.712 -0.049
H 2.02896 0.54591 -2.40663 -0.372 -0.221 0.194
H 1.83290 1.06492 1.38461 -0.245 0.037 -0.123
O -3.11206 0.31112 0.75945 -2.558 2.589 -1.235
C -1.08670 -0.68415 0.38502 -0.019 1.411 0.241
N -1.39717 -0.36983 -1.05152 3.776 1.662 0.262
H -0.48523 1.34454 0.52625 -0.250 0.707 -0.191
```
Positions in Å, forces in eV/Å.

## Properties
Relative energy (zero: lowest compared OMol25 entry of this formula, charge and spin) (kcal/mol): 37.6
Charge: +1
SMILES: NCCC[C@H]([NH3+])C=O
Highest occupied orbital energy (eV): -14.2733
E (Eh): -382.80176
E_LUMO (eV): -3.2